(1)
Entry from the OMol25 dataset: a cluster of 10 separate species, C40H110N10O10 in total at a distorted geometry (wB97M-V/def2-TZVPD).

ORCA input file:
```
! wB97M-V def2-TZVPD RIJCOSX def2/J DEFGRID3
* xyz 1 2
C 5.0508 -1.8600 7.4863
C 3.6634 -2.0448 6.8560
C 3.5607 -1.1950 5.5944
O 2.2470 -0.9665 5.1302
C 2.3860 -0.0720 4.0118
N 3.4801 -3.4681 6.5153
H 5.3950 -0.8491 7.7049
H 5.8332 -2.3639 6.9189
H 5.1144 -2.3686 8.4483
H 2.9599 -1.8075 7.6540
H 4.0162 -1.7317 4.7622
H 4.1473 -0.2776 5.6450
H 2.9484 0.8603 4.0625
H 1.3944 0.2205 3.6664
H 2.8488 -0.5839 3.1681
H 2.6668 -3.5968 5.9303
H 4.2283 -3.7975 5.9222
C -2.2895 3.6631 1.1332
C -3.5001 4.0179 2.0256
C -4.3221 5.1954 1.5054
O -5.4723 5.4937 2.3555
C -6.2111 6.6148 1.8717
N -4.2605 2.8144 2.2619
H -1.9050 2.6844 1.4204
H -1.4958 4.4103 1.1254
H -2.6248 3.6371 0.0964
H -3.1799 4.2945 3.0301
H -4.5660 5.1049 0.4469
H -3.7108 6.0960 1.5617
H -6.7416 6.2952 0.9748
H -5.5764 7.4920 1.7459
H -7.0785 6.8937 2.4700
H -5.1040 3.1698 2.6888
H -3.7577 2.1871 2.8733
C -4.4606 -5.3047 -0.0384
C -2.9120 -5.0962 0.1150
C -2.4029 -5.5195 1.5176
O -2.2794 -6.9602 1.7007
C -2.2895 -7.4608 3.0280
N -2.1899 -5.8670 -0.8661
H -4.7640 -4.8190 -0.9658
H -5.0272 -4.8022 0.7455
H -4.7228 -6.3586 -0.1320
H -2.6297 -4.0549 -0.0404
H -3.1929 -5.1080 2.1459
H -1.4993 -4.9825 1.8063
H -1.5077 -7.0174 3.6447
H -2.2099 -8.5476 3.0533
H -3.2038 -7.2182 3.5696
H -2.4233 -6.7848 -0.5151
H -1.1987 -5.9511 -0.6911
C 8.9946 1.0743 1.2791
C 8.0521 0.1725 2.1388
C 6.9600 -0.5557 1.2863
O 6.1466 -1.4708 2.0209
C 5.0137 -1.8802 1.3370
N 8.7820 -0.8511 2.8380
H 9.2482 0.5526 0.3563
H 9.9204 1.2467 1.8280
H 8.5204 2.0369 1.0875
H 7.5143 0.8399 2.8123
H 7.3551 -1.1798 0.4847
H 6.3690 0.2290 0.8139
H 4.3783 -2.4107 2.0462
H 5.0916 -2.5748 0.5006
H 4.4514 -1.0212 0.9708
H 8.0496 -1.3143 3.3568
H 9.0333 -1.4704 2.0808
C -5.9657 1.3970 -1.1053
C -5.8207 0.1485 -0.1834
C -5.9677 -1.1904 -0.8239
O -7.2095 -1.2587 -1.5324
C -7.4691 -2.5603 -2.0182
N -4.5878 0.3870 0.5399
H -5.2927 1.3795 -1.9626
H -5.6802 2.2962 -0.5595
H -6.9845 1.5694 -1.4522
H -6.6157 0.1815 0.5616
H -5.8133 -1.8544 0.0266
H -5.1305 -1.4070 -1.4875
H -7.4071 -3.3591 -1.2791
H -6.7494 -2.8841 -2.7700
H -8.4635 -2.6420 -2.4571
H -4.5263 1.3508 0.8357
H -4.5338 -0.2535 1.3189
C 1.2456 -5.0459 -0.7779
C 1.4235 -3.5585 -0.4217
C 2.3415 -2.7264 -1.4413
O 3.6039 -3.4067 -1.6437
C 4.5362 -2.6253 -2.3368
N 0.0962 -2.9606 -0.1653
H 2.1864 -5.4158 -1.1856
H 0.5848 -5.1445 -1.6391
H 0.9163 -5.7098 0.0214
H 1.9333 -3.3539 0.5198
H 2.4460 -1.6461 -1.3411
H 1.8970 -2.9205 -2.4175
H 4.1325 -2.4715 -3.3375
H 5.4882 -3.1192 -2.5315
H 4.6431 -1.6347 -1.8947
H 0.1573 -1.9526 -0.1497
H -0.5341 -3.2218 -0.9100
C 7.1097 6.6154 2.9438
C 6.7383 5.3723 2.1095
C 5.2086 5.2100 2.0966
O 4.6009 4.0823 1.3766
C 4.7909 2.8255 2.0628
N 7.1720 5.6357 0.7501
H 8.1839 6.5754 3.1243
H 6.6519 6.5917 3.9327
H 6.8424 7.5279 2.4109
H 7.2185 4.5313 2.6096
H 4.8238 6.1573 1.7192
H 4.8003 5.1921 3.1071
H 4.3540 2.0149 1.4796
H 4.3083 2.8674 3.0393
H 5.8380 2.5794 2.2392
H 8.1057 5.2928 0.5750
H 6.5578 5.0584 0.1936
C -2.1487 1.3457 -2.2114
C -1.2981 0.1989 -1.7654
C -0.3211 0.7809 -0.6734
O 0.6047 -0.1492 -0.1478
C 1.6698 0.4287 0.4941
N -2.1783 -0.8727 -1.2899
H -2.6093 1.9058 -1.3976
H -2.9675 1.0315 -2.8587
H -1.4688 2.0509 -2.6896
H -0.8051 -0.2310 -2.6373
H -1.0249 1.1249 0.0845
H 0.2303 1.6190 -1.0996
H 2.3374 0.9452 -0.1956
H 2.2392 -0.3681 0.9727
H 1.3719 1.0493 1.3392
H -1.6948 -1.4255 -0.5965
H -2.9298 -0.5099 -0.7210
C -3.4394 4.9848 -2.5545
C -3.5983 5.1917 -4.0550
C -3.3871 3.9310 -4.9143
O -2.0816 3.4212 -4.9610
C -1.9313 2.1340 -5.6710
N -4.9499 5.6473 -4.2532
H -2.4206 4.6350 -2.3880
H -4.1855 4.3377 -2.0934
H -3.6260 5.8976 -1.9888
H -2.9053 5.9838 -4.3387
H -3.7328 4.0386 -5.9425
H -3.9957 3.1388 -4.4783
H -0.8714 1.9231 -5.8129
H -2.3893 2.2484 -6.6535
H -2.3611 1.3046 -5.1094
H -5.4905 4.7998 -4.1548
H -5.0565 5.8594 -5.2349
C -3.5308 -2.8789 -4.2475
C -2.0026 -3.2211 -4.2089
C -1.2160 -2.1168 -4.9150
O -1.5605 -2.3847 -6.3275
C -1.2653 -1.3477 -7.2311
N -1.5668 -3.2401 -2.8462
H -3.7686 -2.7786 -5.3065
H -3.7770 -1.8617 -3.9428
H -4.2447 -3.5444 -3.7621
H -1.7582 -4.1927 -4.6382
H -0.1518 -2.2777 -4.7427
H -1.4562 -1.1393 -4.4967
H -1.4749 -0.3273 -6.9103
H -1.8727 -1.4733 -8.1275
H -0.2261 -1.4053 -7.5548
H -1.9372 -2.4174 -2.3923
H -2.0720 -4.0436 -2.5010
*
```

Its HOMO energy (spin up / spin down) is -10.8 / -10.8 eV. Its LUMO energy (spin up / spin down) is -1.7 / -7.4 eV. Its gap between HOMO and LUMO (spin up / spin down) is 9.10 / 3.47 eV.

***

(2)
Entry from the OMol25 dataset: a cluster of 12 separate species, C40H112N8O12 in total at a distorted geometry (wB97M-V/def2-TZVPD).

ORCA input file:
```
! wB97M-V def2-TZVPD RIJCOSX def2/J DEFGRID3
* xyz 0 1
C -1.3931 -4.7578 -10.0706
O -0.8799 -4.5257 -8.7970
C -1.7134 -5.0296 -7.7771
C -1.0238 -4.7049 -6.4395
C 0.4561 -5.0342 -6.3637
N -1.7838 -5.2597 -5.3201
H -0.5903 -4.6969 -10.8054
H -2.1026 -3.9553 -10.2723
H -1.9521 -5.6771 -10.2453
H -2.7231 -4.6198 -7.7498
H -1.8036 -6.1140 -7.8410
H -1.0074 -3.6259 -6.2858
H 0.8020 -5.0136 -5.3302
H 1.1275 -4.5131 -7.0461
H 0.4865 -6.0368 -6.7903
H -1.2568 -5.2930 -4.4592
H -2.0168 -6.2290 -5.4827
C 0.8508 2.8645 -10.0655
O 1.9664 2.6487 -9.2599
C 1.7473 1.8372 -8.0843
C 3.1175 1.4969 -7.4401
C 2.8654 0.6084 -6.2190
N 3.8411 2.6990 -6.9974
H 0.1503 3.4401 -9.4603
H 0.3350 1.9571 -10.3796
H 1.2071 3.4623 -10.9044
H 1.0819 2.3781 -7.4114
H 1.2510 0.8967 -8.3239
H 3.7446 1.0281 -8.1984
H 2.3566 -0.3017 -6.5369
H 2.3579 1.0933 -5.3851
H 3.8318 0.2769 -5.8391
H 3.6686 3.3006 -7.7902
H 3.3997 3.1728 -6.2222
C -0.0669 -5.8505 -0.3193
O 0.9470 -5.0353 -0.9629
C 1.6044 -4.1018 -0.1000
C 2.5482 -3.2518 -0.9015
C 3.8348 -3.9605 -1.3216
N 2.9604 -2.1388 -0.0890
H -0.9217 -5.2559 0.0030
H 0.4032 -6.4708 0.4438
H -0.4570 -6.5313 -1.0759
H 0.8311 -3.4682 0.3343
H 2.1726 -4.5792 0.6983
H 1.9662 -2.9123 -1.7583
H 3.6015 -4.9867 -1.6056
H 4.6727 -4.0186 -0.6269
H 4.2960 -3.4192 -2.1476
H 2.2000 -1.4889 0.0510
H 3.6455 -1.5286 -0.5114
C -4.5456 -4.0019 3.4036
O -3.9598 -5.0557 4.2029
C -4.9559 -5.5901 5.0805
C -4.3719 -6.8864 5.6496
C -4.0735 -7.9772 4.5977
N -5.2924 -7.5621 6.5592
H -5.3380 -4.4804 2.8281
H -3.7803 -3.5213 2.7942
H -4.9527 -3.2747 4.1061
H -5.3202 -4.8851 5.8277
H -5.8051 -5.9096 4.4765
H -3.4359 -6.6868 6.1712
H -3.5477 -8.8445 4.9969
H -3.5089 -7.5435 3.7722
H -5.0045 -8.3271 4.1518
H -6.0878 -7.9059 6.0402
H -4.8192 -8.4295 6.7686
C 10.0928 0.4287 1.7925
O 9.0080 1.3298 1.6195
C 8.1227 1.0671 0.4828
C 7.1302 2.2563 0.1657
C 6.1738 2.6606 1.3239
N 6.3224 1.8153 -0.9806
H 10.7060 0.8781 2.5735
H 10.6871 0.3693 0.8807
H 9.7344 -0.5597 2.0802
H 8.7331 0.9694 -0.4149
H 7.5142 0.1939 0.7183
H 7.7567 3.1092 -0.0956
H 5.7272 1.7486 1.7199
H 5.3871 3.3563 1.0318
H 6.7292 3.1293 2.1362
H 6.9415 1.8628 -1.7772
H 5.5258 2.3710 -1.2578
C -7.7500 0.4201 7.8888
O -7.0435 1.2492 6.9957
C -5.6396 1.1324 7.1654
C -4.9032 2.2539 6.3320
C -5.0710 2.1204 4.8131
N -3.4495 2.2870 6.5458
H -7.7905 -0.6089 7.5316
H -8.7572 0.8306 7.9608
H -7.3908 0.3864 8.9174
H -5.4271 1.2939 8.2222
H -5.2299 0.1386 6.9851
H -5.3385 3.2170 6.5985
H -4.6223 2.9847 4.3235
H -6.1089 2.1206 4.4803
H -4.5343 1.2665 4.3996
H -3.3412 2.5959 7.5013
H -3.0139 1.3775 6.4891
C 2.4940 5.5142 -3.5917
O 3.9370 5.7057 -3.4197
C 4.4118 7.0372 -3.4855
C 5.9932 7.0070 -3.4501
C 6.5186 8.4171 -3.2832
N 6.3974 6.4993 -4.7305
H 1.9645 5.9950 -2.7692
H 2.2642 4.4529 -3.4973
H 2.1275 5.8610 -4.5579
H 4.0489 7.5981 -4.3468
H 4.0177 7.4836 -2.5726
H 6.3962 6.3990 -2.6402
H 7.6035 8.5223 -3.2908
H 6.1435 8.8610 -2.3611
H 6.0771 8.9315 -4.1367
H 5.9889 5.5896 -4.8911
H 5.9750 7.0617 -5.4554
C 1.0483 -1.3030 5.7116
O 0.4752 -0.8892 6.9581
C 0.1370 -1.9682 7.8435
C 0.1339 -1.4173 9.2916
C 1.4901 -1.1232 9.7918
N -0.5203 -2.3606 10.2101
H 0.3152 -1.9420 5.2193
H 1.9361 -1.9283 5.8070
H 1.3404 -0.4109 5.1576
H -0.8409 -2.3763 7.5883
H 0.8526 -2.7740 7.6801
H -0.4882 -0.5234 9.2453
H 1.8277 -0.2801 9.1890
H 2.1816 -1.9538 9.6507
H 1.5444 -0.7691 10.8213
H -0.4331 -2.0468 11.1661
H 0.0202 -3.2137 10.1959
C -3.5520 6.6567 -1.0972
C -3.8011 7.9810 -1.7428
O -2.6216 8.4976 -2.2001
H -2.9492 6.7878 -0.1986
H -3.0223 5.9519 -1.7381
H -4.5093 6.1829 -0.8799
H -4.2020 8.6952 -1.0236
H -4.4846 8.0636 -2.5879
H -2.4980 8.2334 -3.1147
C -8.5098 -3.7270 -3.0619
C -7.1611 -3.7647 -3.8292
O -6.1796 -4.2213 -2.9378
H -9.2595 -3.3085 -3.7333
H -8.4268 -3.1457 -2.1435
H -8.8110 -4.6910 -2.6519
H -6.9309 -2.7491 -4.1514
H -7.2318 -4.3201 -4.7644
H -5.3170 -3.9635 -3.2710
C 0.3305 6.1948 4.6075
C 1.0322 5.2146 3.7230
O 0.1782 4.1442 3.2828
H 1.0044 7.0035 4.8903
H -0.0804 5.6759 5.4735
H -0.4828 6.5948 4.0020
H 1.8987 4.7374 4.1808
H 1.3969 5.7193 2.8284
H -0.4204 3.9724 4.0134
C -1.7072 -0.2023 -1.3454
C -1.2827 0.6457 -0.1496
O -0.1090 1.3282 -0.4610
H -2.4431 -0.9520 -1.0547
H -0.8837 -0.7090 -1.8487
H -2.0096 0.4328 -2.1780
H -1.0960 0.0124 0.7177
H -1.9819 1.4529 0.0692
H 0.0276 1.9748 0.2353
*
```

Its HOMO energy is -9.0 eV. As for the SMILES: COC[C@H](C)N.COC[C@H](C)N.COC[C@H](C)N.COC[C@H](C)N.COC[C@H](C)N.COC[C@H](C)N.COC[C@H](C)N.COC[C@H](C)N.CCO.CCO.CCO.CCO. Its LUMO energy is 0.2 eV. Its gap between HOMO and LUMO is 9.21 eV.